Molecular formula: C4H6O2
Method: DFT, ωB97M-V/def2-TZVPD

Summary:
- HOMO energy: -8.7 eV
- E: -8335.8912 eV
- Lowest unoccupied orbital energy: 0.83 eV
- Gap between HOMO and LUMO: 9.5 eV
- Total charge: 0
- ΔE to the lowest compared entry with this formula, charge and spin: 105.4 kcal per mole

Last column: Löwdin charge in e.
Cartesian coordinates (Å):
1 O 1.94 -0.29 0.90  0.048
2 C 1.13 -1.04 0.18  -0.073
3 C 0.08 -0.31 -0.55  -0.283
4 C -1.25 -0.40 0.24  -0.143
5 O -1.30 1.02 0.37  -0.103
6 C -0.11 1.19 -0.41  -0.146
7 H 2.35 -1.14 1.15  0.088
8 H 0.05 -0.75 -1.55  0.137
9 H -2.09 -0.80 -0.34  0.120
10 H -1.20 -0.91 1.21  0.120
11 H 0.69 1.71 0.15  0.115
12 H -0.29 1.71 -1.35  0.120

Molecular formula: C4H6N2
Method: DFT, ωB97M-V/def2-TZVPD

Summary:
- HOMO energy: -8.0 eV
- SMILES: C1=CCNN=C1
- E: -7220.8662 eV
- Lowest unoccupied orbital energy: 0.87 eV
- Gap between HOMO and LUMO: 8.9 eV
- Total charge: 0
- ΔE to the lowest compared entry with this formula, charge and spin: 109.0 kcal per mole

Last column: Löwdin charge in e.
Cartesian coordinates (Å):
1 C 1.27 0.58 -0.16  -0.106
2 C 0.11 1.01 0.03  -0.157
3 C -1.21 0.35 0.00  -0.286
4 N -1.03 -0.98 -0.27  -0.109
5 N 0.17 -1.69 -0.02  -0.010
6 C 1.29 -0.92 -0.02  -0.117
7 H 2.31 0.92 -0.20  0.109
8 H -0.07 2.26 0.16  0.174
9 H -1.62 0.94 -0.90  0.137
10 H -1.78 0.70 0.77  0.082
11 H -1.62 -1.79 0.43  0.224
12 H 2.18 -1.38 0.19  0.058

Molecular formula: C4H12NO3
Method: DFT, ωB97M-V/def2-TZVPD

Summary:
- HOMO energy (alpha / beta): -9.3 / -9.3 eV
- E: -11969.8491 eV
- Expectation value of S²: 0.76
- Lowest unoccupied orbital energy (alpha / beta): 0.47 / -2.41 eV
- Gap between HOMO and LUMO (alpha / beta): 9.8 / 6.9 eV
- 2S+1: 2
- Total charge: 0
- ΔE to the lowest compared entry with this formula, charge and spin: 67.4 kcal per mole

Last column: Löwdin charge in e.
Cartesian coordinates (Å):
1 C -0.80 1.45 0.92  -0.015
2 N -0.30 0.88 -0.50  -0.071
3 C -0.19 -0.56 -0.55  -0.325
4 C 1.08 -0.81 0.19  -0.282
5 O 0.85 -1.27 1.46  -0.089
6 C -1.64 -1.10 -0.27  -0.303
7 O -2.65 -0.32 -0.61  0.053
8 H -1.63 0.96 1.17  -0.002
9 H -0.11 1.16 1.68  0.060
10 H -0.92 2.58 0.79  0.114
11 H -1.11 1.17 -1.08  0.097
12 H 0.02 -0.94 -1.63  0.169
13 H 1.67 -1.68 -0.15  0.137
14 H 1.72 0.02 0.40  0.085
15 H 0.07 -1.97 1.41  0.142
16 H -1.81 -2.09 -0.71  0.132
17 H -1.48 -1.34 0.85  0.154
18 H 2.49 1.02 -0.19  -0.046
19 H 2.40 1.65 -1.50  0.061
20 O 3.06 1.52 -0.77  -0.071

Molecular formula: C4H9NO2
Method: DFT, ωB97M-V/def2-TZVPD

Summary:
- HOMO energy (alpha / beta): -8.8 / -8.8 eV
- E: -9874.7431 eV
- Lowest unoccupied orbital energy (alpha / beta): -0.46 / -0.46 eV
- Gap between HOMO and LUMO (alpha / beta): 8.4 / 8.4 eV
- Total charge: 0
- ΔE to the lowest compared entry with this formula, charge and spin: 122.6 kcal per mole

Last column: Löwdin charge in e.
Cartesian coordinates (Å):
1 C 1.19 1.14 -0.35  -0.059
2 C -1.13 -0.69 -0.96  -0.022
3 C -0.67 -0.03 1.49  -0.043
4 N 1.51 0.01 -0.99  -0.029
5 C -0.74 0.61 0.11  -0.550
6 O 2.05 -0.92 -0.13  -0.043
7 O -1.41 1.61 -0.12  0.016
8 H 2.20 -1.70 -0.68  0.110
9 H 1.63 1.35 0.62  0.115
10 H 1.08 1.98 -1.02  0.107
11 H -1.27 -0.31 -1.97  0.061
12 H -2.06 -1.03 -0.51  0.057
13 H -0.43 -1.53 -0.98  0.041
14 H -1.58 -0.57 1.71  0.088
15 H -0.53 0.77 2.23  0.084
16 H 0.17 -0.72 1.54  0.067

Molecular formula: C31H63ClN6O10P
Method: DFT, ωB97M-V/def2-TZVPD

Summary:
- HOMO energy: -9.1 eV
- E: -84381.7534 eV
- Lowest unoccupied orbital energy: -3.73 eV
- Gap between HOMO and LUMO: 5.4 eV
- Total charge: +1

Last column: Löwdin charge in e.
Cartesian coordinates (Å):
1 C 0.44 -2.98 4.73  -0.088
2 C 1.10 -2.20 3.59  -0.201
3 C 2.39 -2.82 3.04  -0.170
4 O 2.19 -3.61 1.86  -0.057
5 C 2.02 -2.88 0.72  -0.267
6 C 1.42 -3.70 -0.43  -0.174
7 C 2.16 -5.00 -0.75  -0.104
8 C 1.26 -6.22 -0.89  -0.172
9 N 0.29 -6.41 0.20  -0.056
10 C 0.95 -6.65 1.51  -0.195
11 C 0.18 -5.99 2.67  -0.068
12 C -0.52 -7.54 -0.12  -0.458
13 C -1.53 -7.99 0.90  0.012
14 O -0.43 -8.12 -1.20  0.076
15 N 1.63 -2.74 -1.54  0.005
16 C 0.78 -1.53 -1.61  -0.126
17 C -0.73 -1.76 -1.53  -0.143
18 C -1.34 -0.77 -0.54  -0.158
19 C -2.44 -1.33 0.35  -0.182
20 N -3.68 -1.65 -0.37  -0.097
21 C -3.72 -3.03 -0.86  -0.071
22 C -4.82 -1.25 0.40  -0.454
23 C -5.67 -2.27 1.12  0.006
24 O -5.08 -0.06 0.49  0.078
25 C 2.92 -2.34 -1.30  -0.365
26 N 3.72 -1.99 -2.29  -0.052
27 P 5.42 -1.46 -2.28  0.631
28 O 5.94 -2.03 -0.87  -0.328
29 Cl 5.01 0.51 -1.81  0.310
30 N 3.26 -2.38 0.02  0.008
31 N 3.75 -1.14 0.58  0.120
32 H -0.05 -2.30 5.41  0.075
33 H -0.32 -3.65 4.34  0.058
34 H 1.17 -3.54 5.31  0.075
35 H 0.40 -1.99 2.79  0.100
36 H 1.38 -1.22 3.99  0.110
37 H 2.79 -3.50 3.78  0.123
38 H 3.13 -2.04 2.90  0.103
39 H 1.48 -1.96 0.94  0.149
40 H 0.40 -3.92 -0.16  0.151
41 H 2.71 -4.92 -1.69  0.121
42 H 2.92 -5.17 0.01  0.109
43 H 0.69 -6.09 -1.81  0.129
44 H 1.89 -7.09 -1.04  0.134
45 H 1.95 -6.25 1.52  0.099
46 H 1.04 -7.71 1.73  0.118
47 H -0.52 -5.28 2.24  0.073
48 H 0.84 -5.44 3.33  0.050
49 H -0.42 -6.72 3.21  0.070
50 H -2.16 -7.17 1.23  0.087
51 H -2.10 -8.79 0.45  0.089
52 H -1.01 -8.43 1.75  0.078
53 H 1.01 -1.03 -2.55  0.127
54 H 1.06 -0.82 -0.83  0.108
55 H -1.13 -1.54 -2.51  0.119
56 H -1.02 -2.78 -1.30  0.091
57 H -1.75 0.09 -1.05  0.116
58 H -0.56 -0.39 0.13  0.097
59 H -2.06 -2.18 0.92  0.117
60 H -2.68 -0.56 1.08  0.126
61 H -3.23 -3.74 -0.19  0.087
62 H -3.18 -3.07 -1.81  0.076
63 H -4.73 -3.34 -1.08  0.080
64 H -6.63 -1.80 1.31  0.086
65 H -5.87 -3.17 0.55  0.062
66 H -5.23 -2.54 2.07  0.093
67 H 3.30 -2.02 -3.21  0.127
68 H 5.56 -2.89 -0.65  0.074
69 H 3.90 -0.43 -0.13  -0.033
70 H 4.61 -1.32 1.06  0.096
71 O -0.23 2.42 1.29  0.059
72 C -0.97 3.18 0.72  -0.504
73 O -1.85 2.68 -0.15  -0.004
74 C -2.90 3.45 -0.75  -0.207
75 C -2.40 4.20 -1.97  -0.059
76 C -0.88 4.68 0.92  -0.016
77 H -3.36 4.11 -0.02  0.121
78 H -3.66 2.73 -1.04  0.121
79 H -1.62 4.91 -1.70  0.051
80 H -3.22 4.74 -2.44  0.086
81 H -1.97 3.50 -2.69  0.083
82 H -0.11 5.06 0.26  -0.206
83 H -0.59 4.87 1.95  0.109
84 H -1.81 5.21 0.73  0.102
85 O 0.10 4.91 -0.66  0.142
86 C 1.16 4.63 -0.18  -0.449
87 O 1.50 3.32 -0.10  0.020
88 C 2.79 2.86 0.29  -0.219
89 C 2.92 2.76 1.80  -0.049
90 C 2.08 5.67 0.39  0.074
91 H 3.58 3.47 -0.15  0.115
92 H 2.88 1.87 -0.15  0.083
93 H 2.82 3.74 2.28  0.078
94 H 3.89 2.35 2.07  0.080
95 H 2.14 2.12 2.20  0.075
96 H 1.77 5.89 1.41  0.113
97 H 1.98 6.58 -0.20  0.098
98 H 3.13 5.39 0.40  0.085
99 O -3.47 8.65 -0.90  0.114
100 C -2.77 8.84 -1.85  -0.531
101 O -2.01 7.82 -2.30  -0.015
102 C -1.26 7.87 -3.52  -0.236
103 C 0.10 8.51 -3.34  -0.059
104 C -2.65 10.20 -2.50  0.014
105 H -1.84 8.35 -4.31  0.115
106 H -1.14 6.83 -3.82  0.118
107 H 0.01 9.55 -3.02  0.071
108 H 0.66 8.48 -4.27  0.083
109 H 0.66 7.98 -2.57  0.071
110 H -1.92 10.79 -1.93  0.097
111 H -3.61 10.69 -2.44  0.093
112 H -2.35 10.18 -3.54  0.069

Molecular formula: H5O3
Method: DFT, ωB97M-V/def2-TZVPD

Summary:
- HOMO energy: -3.8 eV
- E: -6224.2894 eV
- Lowest unoccupied orbital energy: 4.79 eV
- Gap between HOMO and LUMO: 8.6 eV
- Total charge: -1
- ΔE to the lowest compared entry with this formula, charge and spin: 7.9 kcal per mole

Last column: Löwdin charge in e.
Cartesian coordinates (Å):
1 O 0.77 2.33 0.33  -0.185
2 H 0.34 1.46 0.67  -0.013
3 O -0.47 0.11 0.15  -0.423
4 H -0.90 -1.30 0.13  -0.050
5 H -0.37 0.34 -0.79  -0.057
6 O -0.93 -2.31 -0.18  -0.227
7 H 1.59 1.96 -0.01  -0.013
8 H -0.02 -2.58 -0.31  -0.033